ORCA calculation (wB97M-V/def2-TZVPD) on a single C6H12O molecule at a distorted geometry.

For the energy above the lowest of the compared OMol25 structures with the same formula, charge and spin, the calculation gives 30.30 kcal/mol. The LUMO energy is 1.1 eV. Its total energy is -8463.040 eV. The HOMO-LUMO gap is 11.01 eV. The SMILES is C[C@H](O)[C@@H]1C[C@H]1C.

Cartesian coordinates (Å):
1 H -0.75 2.14 0.86
2 H 0.49 0.23 1.67
3 H 1.93 -1.21 0.22
4 O 1.17 2.18 0.07
5 H 1.67 1.40 -0.16
6 C 1.09 -0.69 -0.25
7 H -0.20 1.19 -2.00
8 H -1.45 -2.29 1.48
9 C 0.21 0.19 0.62
10 C -0.81 1.69 -1.23
11 H -0.99 -1.01 -0.72
12 H -0.31 -3.19 0.44
13 H 0.29 -2.26 1.82
14 H 1.27 -0.55 -1.32
15 H -0.91 2.74 -1.53
16 C -0.29 -1.10 0.11
17 C -0.13 1.59 0.13
18 C -0.46 -2.28 1.02
19 H -1.81 1.23 -1.23

---

ORCA calculation (wB97M-V/def2-TZVPD) on 2 unconnected molecules or ions with the total composition C6H12O at a distorted geometry.

For the energy above the lowest of the compared OMol25 structures with the same formula, charge and spin, the calculation gives 104.31 kcal/mol. The LUMO energy is 0.6 eV. Its total energy is -8459.831 eV. The HOMO-LUMO gap is 8.12 eV. The SMILES is C=CC=C(C)C.O.

Cartesian coordinates (Å):
1 H -1.62 0.03 3.46
2 H -0.39 -0.75 -0.02
3 H -0.78 1.66 1.98
4 H 2.46 0.10 -1.10
5 C 1.46 0.22 -1.55
6 H -1.00 -1.33 2.41
7 O 0.39 -3.08 -0.63
8 H 1.07 -3.75 -0.68
9 C -1.39 -0.27 2.41
10 C -0.29 2.31 -0.94
11 H -1.34 1.98 -0.93
12 C -0.01 0.21 0.42
13 H 0.04 -3.24 -1.59
14 C 0.43 0.94 -0.68
15 H 0.03 2.86 -1.72
16 H -0.32 2.75 0.11
17 H 1.02 -0.95 -1.84
18 C -0.88 0.68 1.59
19 H 1.81 0.74 -2.48

---

ORCA calculation (wB97M-V/def2-TZVPD) on a single C6H12O molecule at a distorted geometry.

For the energy above the lowest of the compared OMol25 structures with the same formula, charge and spin, the calculation gives 12.82 kcal/mol. The LUMO energy is 1.0 eV. Its total energy is -8463.798 eV. The HOMO-LUMO gap is 10.78 eV. The SMILES is CC[C@H](C)CC=O.

Cartesian coordinates (Å):
1 H 0.10 0.45 0.99
2 H -0.11 2.40 -2.15
3 H 1.08 -2.05 -0.43
4 H 2.04 -0.82 0.47
5 C 0.07 -0.27 0.15
6 H 0.44 0.08 -2.02
7 H 0.52 -1.55 2.56
8 H -1.71 -1.14 1.04
9 H 1.50 0.94 -0.94
10 H -2.02 0.13 -0.12
11 H 1.68 -2.77 1.94
12 C -0.24 1.91 -1.16
13 O -0.89 2.45 -0.30
14 C 0.46 0.58 -1.05
15 H -1.51 -1.53 -0.64
16 C 1.09 -1.35 0.41
17 H 0.03 -2.88 1.59
18 C -1.37 -0.72 0.09
19 C 0.83 -2.13 1.68